C3H6N2S | the ωB97M-V functional and the def2-TZVPD basis

```
! wB97M-V def2-TZVPD RIJCOSX def2/J DEFGRID3
* xyz 0 1
C -0.646 -1.588 -1.424
C -0.122 0.171 -0.118
C 0.957 1.611 1.352
H -1.167 -1.350 -2.420
H -1.083 -2.439 -0.926
H 0.482 -1.834 -1.319
H 0.967 -0.094 -0.472
H -1.088 1.177 1.269
H 1.962 1.188 1.035
N -1.094 -0.517 -0.558
N -0.228 1.003 0.905
S 1.059 2.671 2.676
*
```

Calculated values
M: 102.2 g mol⁻¹
F_max: 6.1 eV Å⁻¹
LUMO energy: -0.224 eV
gap between HOMO and LUMO: 8.7 eV

Atomic partial charges in e from the natural (NBO) method, atoms 1 to 4: atom 1 (C): -0.44, atom 2 (C): 0.26, atom 3 (C): -0.08, atom 4 (H): 0.22

=====

C5H11NO | the ωB97M-V functional and the def2-TZVPD basis

```
! wB97M-V def2-TZVPD RIJCOSX def2/J DEFGRID3
* xyz 0 1
C 1.816 0.018 -1.470
C 1.187 -0.675 -0.287
C 1.291 -0.227 1.130
N 0.107 0.041 0.346
C -1.211 -0.550 0.556
C -2.194 0.547 0.153
O -2.001 1.681 0.965
H 1.182 -0.138 -2.352
H 2.816 -0.358 -1.707
H 1.872 1.095 -1.279
H 1.054 -1.755 -0.394
H 1.877 0.655 1.384
H 1.262 -0.994 1.906
H -1.351 -1.454 -0.055
H -1.368 -0.817 1.609
H -2.011 0.788 -0.907
H -3.238 0.240 0.265
H -1.047 1.848 0.910
*
```

Calculated values
M: 101.1 g mol⁻¹
F_max: 0.4 eV Å⁻¹
LUMO energy: 1.087 eV
gap between HOMO and LUMO: 10.3 eV

Atomic partial charges in e from the natural (NBO) method, atoms 1 to 4: atom 1 (C): -0.61, atom 2 (C): -0.06, atom 3 (C): -0.24, atom 4 (N): -0.46

=====

C4H7NS | the ωB97M-V functional and the def2-TZVPD basis

```
! wB97M-V def2-TZVPD RIJCOSX def2/J DEFGRID3
* xyz 0 1
C -0.299 -1.364 0.950
C 1.080 0.522 0.071
C 0.255 1.363 -0.867
C -0.780 0.268 -0.860
H -1.016 -2.117 0.587
H -0.731 -0.710 1.709
H 0.540 -1.886 1.393
H 0.985 0.902 1.094
H 2.147 0.378 -0.198
H -1.142 -0.074 -1.851
H -1.647 0.551 -0.240
N 0.188 -0.615 -0.199
S 0.420 2.784 -1.588
*
```

Calculated values
M: 101.2 g mol⁻¹
F_max: 0.9 eV Å⁻¹
LUMO energy: -0.077 eV
gap between HOMO and LUMO: 8.6 eV

Atomic partial charges in e from the natural (NBO) method, atoms 1 to 4: atom 1 (C): -0.41, atom 2 (C): -0.31, atom 3 (C): -0.06, atom 4 (C): -0.31

=====

C23H25AsIrN2O3S3 | the ωB97M-V functional and the def2-TZVPD basis

```
! wB97M-V def2-TZVPD RIJCOSX def2/J DEFGRID3
* xyz 2 6
Ir 0.698 -0.002 0.466
S 0.110 1.787 1.980
C -1.485 2.336 1.764
C -1.903 3.363 2.643
C -3.158 3.915 2.507
C -4.001 3.463 1.499
C -3.601 2.438 0.627
C -2.353 1.874 0.747
As -1.813 0.421 -0.411
C -3.295 0.279 -1.640
C -4.373 -0.520 -1.273
C -5.502 -0.532 -2.077
C -5.539 0.242 -3.230
C -4.451 1.029 -3.588
C -3.311 1.051 -2.797
C -0.422 1.198 -1.540
C 0.093 2.498 -1.347
C 0.952 3.041 -2.283
C 1.305 2.308 -3.415
C 0.786 1.036 -3.624
C -0.078 0.481 -2.699
H -1.227 3.705 3.418
H -3.482 4.696 3.182
H -4.984 3.901 1.380
H -4.281 2.097 -0.142
H -4.336 -1.131 -0.381
H -6.348 -1.150 -1.806
H -6.421 0.229 -3.858
H -4.483 1.630 -4.488
H -2.470 1.666 -3.081
H -0.204 3.090 -0.494
H 1.334 4.044 -2.140
H 1.983 2.738 -4.140
H 1.061 0.467 -4.503
H -0.486 -0.506 -2.874
C 1.964 -3.757 -0.694
S 1.525 -2.142 -1.200
O 1.632 -2.039 -2.616
O 2.380 -1.169 -0.435
O 0.145 -1.863 -0.645
H 3.037 -3.866 -0.845
H 1.421 -4.450 -1.336
H 1.683 -3.887 0.351
C 3.060 -3.098 4.519
N 3.723 -2.461 3.387
C 5.162 -2.668 3.149
C 5.434 -1.841 1.881
N 4.144 -1.167 1.676
C 3.212 -1.599 2.522
S 1.573 -1.046 2.598
H 3.577 -2.839 5.443
H 3.081 -4.181 4.398
H 2.030 -2.766 4.585
H 5.368 -3.728 3.019
H 5.730 -2.312 4.006
H 5.686 -2.461 1.024
H 6.226 -1.113 2.028
H 3.893 -0.729 0.806
*
```

Calculated values
expectation value of S²: 8.797
M: 740.8 g mol⁻¹
F_max: 0.9 eV Å⁻¹
LUMO energy (alpha / beta): -5.132 / -8.822 eV
gap between HOMO and LUMO (alpha / beta): 8.3 / 5.9 eV

Atomic partial charges in e from the natural (NBO) method, atoms 1 to 4: atom 1 (Ir): 1.06, atom 2 (S): 0.24, atom 3 (C): -0.25, atom 4 (C): -0.13

=====

C34H38Cl5N5PdS | the ωB97M-V functional and the def2-TZVPD basis

```
! wB97M-V def2-TZVPD RIJCOSX def2/J DEFGRID3
* xyz 0 1
Pd -0.301 0.477 -0.418
C -0.242 1.741 2.443
N 0.007 0.448 1.777
C -0.963 -0.537 2.307
C 1.378 -0.050 1.978
C 1.798 -0.321 3.268
C 3.052 -0.859 3.521
C 3.857 -1.149 2.428
C 3.439 -0.872 1.135
C 2.199 -0.262 0.872
N 1.701 0.100 -0.351
C 2.405 0.211 -1.515
C 3.802 0.367 -1.648
C 4.417 0.412 -2.885
C 3.669 0.331 -4.057
C 2.291 0.280 -3.943
C 1.669 0.240 -2.702
N 0.204 0.272 -2.636
C -0.366 -0.885 -3.352
C -0.318 1.519 -3.244
H -0.259 1.601 3.527
H -1.208 2.126 2.118
H 0.536 2.449 2.181
H -0.854 -0.643 3.391
H -0.799 -1.498 1.824
H -1.954 -0.175 2.088
H 1.127 -0.113 4.093
H 3.379 -1.049 4.534
H 4.834 -1.596 2.579
H 4.085 -1.131 0.310
H 4.402 0.496 -0.762
H 5.493 0.528 -2.932
H 4.144 0.334 -5.029
H 1.681 0.287 -4.839
H -0.165 -0.805 -4.422
H -1.444 -0.914 -3.209
H 0.056 -1.803 -2.953
H -0.133 1.534 -4.321
H 0.164 2.376 -2.787
H -1.392 1.576 -3.073
C -3.026 -2.442 -0.080
C -3.326 -0.954 -0.293
C -4.379 -0.856 -1.408
C -2.034 -0.258 -0.777
C -3.956 -0.338 0.976
C -4.204 -1.093 2.121
C -4.837 -0.532 3.227
C -5.240 0.794 3.206
C -5.009 1.554 2.067
C -4.382 0.984 0.969
H -2.559 -2.871 -0.967
H -3.972 -2.961 0.096
H -2.347 -2.625 0.748
H -4.020 -1.371 -2.303
H -4.593 0.182 -1.671
H -5.313 -1.324 -1.089
H -2.144 0.028 -1.826
H -3.900 -2.130 2.169
H -5.016 -1.141 4.105
H -5.736 1.229 4.065
H -5.323 2.590 2.024
H -4.241 1.586 0.088
Cl 2.983 2.681 0.497
C 1.526 3.457 -0.083
C 0.348 2.747 -0.302
C -0.742 3.562 -0.579
Cl -2.348 2.821 -0.729
C -0.715 4.945 -0.724
Cl -2.134 5.856 -1.092
C 0.501 5.597 -0.563
Cl 0.602 7.304 -0.757
C 1.619 4.850 -0.220
Cl 3.112 5.674 0.050
C 3.479 -4.546 1.267
N 2.138 -4.076 1.001
C 1.766 -3.448 -0.123
N 2.736 -3.282 -1.056
S 0.188 -2.928 -0.416
H 3.487 -5.046 2.232
H 4.187 -3.715 1.317
H 3.806 -5.260 0.508
H 1.398 -4.243 1.660
H 3.708 -3.393 -0.821
H 2.522 -2.647 -1.807
*
```

Calculated values
M: 832.5 g mol⁻¹
F_max: 1.2 eV Å⁻¹
LUMO energy (alpha / beta): -0.532 / -0.639 eV
gap between HOMO and LUMO (alpha / beta): 6.3 / 6.1 eV

Atomic partial charges in e from the Mulliken method, atoms 1 to 4: atom 1 (Pd): -2.38, atom 2 (C): -1.44, atom 3 (N): 2.25, atom 4 (C): -0.81

=====

C18H63BrN3O23P | the ωB97M-V functional and the def2-TZVPD basis

```
! wB97M-V def2-TZVPD RIJCOSX def2/J DEFGRID3
* xyz 0 1
C -6.692 -0.066 -1.638
C -5.502 -0.506 -0.807
O -4.430 0.435 -0.821
C -4.336 1.216 0.355
C -3.490 0.490 1.411
O -2.216 1.131 1.522
C -1.150 0.242 1.175
C -1.033 -0.713 2.402
O -1.651 -1.975 2.126
N -2.287 -2.449 3.336
O -1.723 -3.354 3.786
N -1.416 -0.448 -0.092
C -0.357 -0.282 -1.005
O -0.458 -0.309 -2.219
C 0.888 -0.084 -0.069
C 1.071 -1.555 0.455
C 1.226 -2.577 -0.700
C -0.014 -3.440 -0.868
Br 2.707 -3.811 -0.250
P 2.517 0.350 -0.821
N 3.646 -0.693 -0.616
O 2.933 1.810 -0.270
O 2.254 0.551 -2.401
C 0.197 0.978 0.831
C 0.929 1.525 2.080
C 2.110 0.726 2.657
O 1.808 0.099 3.908
C -0.334 2.255 0.067
C 0.638 3.000 -0.852
C 1.408 4.140 -0.188
O 1.298 5.299 -1.023
C 1.928 6.394 -0.392
H -7.318 0.630 -1.076
H -6.410 0.411 -2.568
H -7.307 -0.940 -1.822
H -5.833 -0.728 0.206
H -5.125 -1.423 -1.249
H -3.822 2.135 0.083
H -5.326 1.424 0.763
H -3.423 -0.548 1.102
H -3.991 0.515 2.379
H 0.018 -0.918 2.580
H -1.460 -0.235 3.278
H -2.249 -0.133 -0.590
H 0.229 -1.921 1.021
H 1.937 -1.676 1.094
H 1.521 -2.105 -1.633
H 0.099 -4.125 -1.703
H -0.890 -2.808 -1.004
H -0.162 -3.988 0.056
H 4.433 -0.304 -0.115
H 3.824 1.970 -0.615
H 2.447 1.462 -2.649
H 1.278 2.541 1.921
H 0.201 1.613 2.889
H 2.511 -0.033 1.996
H 2.932 1.421 2.842
H 1.708 0.802 4.550
H -1.211 2.025 -0.527
H -0.616 2.963 0.831
H 1.284 2.363 -1.436
H 0.027 3.514 -1.597
H 2.469 3.925 -0.079
H 0.933 4.375 0.768
H 2.975 6.167 -0.187
H 1.430 6.634 0.551
H 1.869 7.270 -1.031
O -7.710 -0.998 1.733
H -8.553 -1.327 1.409
H -7.831 -0.934 2.688
O -4.232 -1.691 -3.451
H -4.456 -1.033 -4.115
H -3.346 -1.442 -3.165
O 3.479 -6.131 2.313
H 3.198 -5.502 1.635
H 4.408 -5.928 2.455
O 4.310 3.993 -1.474
H 3.704 4.574 -1.949
H 5.093 4.538 -1.346
O 3.806 -2.793 -3.320
H 3.724 -1.896 -2.973
H 2.925 -3.163 -3.222
O -8.019 -1.900 4.894
H -8.160 -2.032 5.835
H -7.918 -2.787 4.534
O 6.043 -3.723 0.238
H 6.752 -3.440 -0.355
H 5.261 -3.248 -0.076
O 5.128 6.700 -1.504
H 4.607 7.241 -2.105
H 5.969 7.162 -1.435
O 2.154 4.398 -3.689
H 1.682 4.746 -2.918
H 1.518 4.434 -4.408
O -8.454 -0.587 -4.073
H -7.893 -0.914 -4.781
H -8.933 -1.365 -3.775
O -1.708 3.832 2.764
H -1.836 3.728 3.711
H -1.659 2.928 2.418
O 0.781 -5.855 1.185
H 0.777 -5.930 2.146
H 0.798 -6.766 0.876
O 8.609 -3.071 -1.210
H 9.300 -2.403 -1.205
H 8.932 -3.756 -0.612
O 6.419 -6.295 -1.394
H 6.349 -5.376 -1.101
H 5.529 -6.638 -1.287
*
```

Calculated values
M: 800.6 g mol⁻¹
F_max: 1.9 eV Å⁻¹
LUMO energy: -0.228 eV
gap between HOMO and LUMO: 8.7 eV

Atomic partial charges in e from the Mulliken method, atoms 1 to 4: atom 1 (C): -1.46, atom 2 (C): -0.08, atom 3 (O): -0.32, atom 4 (C): -1.08

=====

C3H7NO | the ωB97M-V functional and the def2-TZVPD basis

```
! wB97M-V def2-TZVPD RIJCOSX def2/J DEFGRID3
* xyz 0 1
C -0.119 1.984 0.447
N 0.127 0.566 0.252
C 0.140 -0.055 -0.888
O 0.114 -0.059 -2.066
C 0.090 -1.906 -0.015
H -0.734 2.414 -0.349
H 0.814 2.549 0.539
H -0.661 2.058 1.393
H 0.060 -0.707 0.545
H 1.091 -2.334 -0.065
H -0.571 -2.350 -0.760
H -0.351 -2.160 0.966
*
```

Calculated values
M: 73.1 g mol⁻¹
F_max: 0.8 eV Å⁻¹
LUMO energy: 0.882 eV
gap between HOMO and LUMO: 10.4 eV

Atomic partial charges in e from the natural (NBO) method, atoms 1 to 4: atom 1 (C): -0.42, atom 2 (N): -0.70, atom 3 (C): 0.87, atom 4 (O): -0.52

=====

C2H2N2O2S | the ωB97M-V functional and the def2-TZVPD basis

```
! wB97M-V def2-TZVPD RIJCOSX def2/J DEFGRID3
* xyz 0 1
C -0.506 1.327 0.945
C 0.080 -0.785 -0.894
N -1.172 2.223 1.196
N -1.052 -0.303 -0.800
O 2.065 0.626 0.555
O 0.824 -1.181 1.733
S 0.876 -0.155 0.727
H 0.445 -1.467 -1.702
H -1.560 -0.284 -1.759
*
```

Calculated values
M: 118.1 g mol⁻¹
F_max: 4.1 eV Å⁻¹
LUMO energy: -0.413 eV
gap between HOMO and LUMO: 10.9 eV

Atomic partial charges in e from the natural (NBO) method, atoms 1 to 4: atom 1 (C): 0.01, atom 2 (C): -0.08, atom 3 (N): -0.34, atom 4 (N): -0.55